No. 1
Here is a molecular structure, C27H28BrCl2MgN4O3P from OMol25. Energies are from the ωB97M-V functional and the def2-TZVPD basis.

```
67
Properties=species:S:1:pos:R:3:forces:R:3:lowdin_charge:R:1
Mg 12.43697 9.50663 10.39812 0.2 -0.7 0.2 0.52
O 11.91047 15.84088 10.86088 0.4 -0.2 0.0 0.08
C 12.13720 14.53901 10.56348 0.5 0.2 0.3 -0.30
C 13.41481 13.94927 10.54566 -0.6 0.1 -0.1 0.03
C 13.49638 12.60093 10.25346 -0.1 0.4 0.1 -0.08
N 12.42026 11.84530 9.99919 0.1 -0.3 -0.2 0.00
C 11.25037 12.43224 10.02670 -0.4 0.3 0.1 -0.69
Br 9.77464 11.27724 9.75574 -0.1 0.1 0.0 0.88
C 11.02564 13.76725 10.31419 0.0 -0.6 -0.2 -0.03
H 12.75241 16.26058 11.07637 -0.1 0.1 0.0 0.12
H 14.29967 14.53045 10.77140 0.0 -0.1 0.0 0.12
H 14.43029 12.06957 10.24487 0.3 -0.1 0.0 0.12
H 10.03952 14.17895 10.38687 -0.3 0.1 -0.1 0.12
Cl 17.18328 9.53347 11.40801 0.0 0.0 0.1 0.69
C 15.84484 9.61857 12.51026 -0.3 0.0 -0.3 -0.58
C 16.06666 9.48025 13.88297 -0.1 0.0 0.1 -0.13
C 15.03167 9.54736 14.77371 -0.3 0.2 -0.1 -0.61
Cl 15.35674 9.39416 16.47484 0.0 0.0 0.1 0.67
C 13.70389 9.80172 14.32729 0.3 -0.1 -0.1 -0.16
C 12.57487 9.92650 15.17363 0.4 -0.1 0.2 -0.01
C 11.34002 10.17278 14.65323 0.5 -0.1 -0.4 -0.04
C 11.23275 10.27607 13.25875 -0.3 0.4 -0.3 -0.13
N 12.24478 10.15905 12.42544 0.0 -0.1 0.6 0.06
C 13.49519 9.92841 12.93462 0.0 -0.1 -0.1 -0.14
C 14.57327 9.79281 11.96103 0.2 0.0 0.8 -0.43
O 14.34430 9.84963 10.70123 -0.2 0.0 -0.3 -0.17
H 17.07245 9.31891 14.24076 0.1 0.0 0.0 0.10
H 12.72823 9.82816 16.24002 0.0 0.0 0.0 0.09
H 10.45582 10.26302 15.25584 -0.1 0.1 0.2 0.10
H 10.25539 10.51806 12.84450 0.2 -0.2 -0.2 0.09
C 10.70547 6.64735 6.15461 0.1 0.0 -0.8 -0.05
N 11.05018 7.21328 7.43755 0.1 0.1 0.6 -0.11
C 11.03840 6.35322 8.63390 0.7 -0.2 0.3 -0.02
C 11.48862 8.46502 7.54655 -0.1 -0.2 -0.1 -0.47
C 11.58524 9.36303 6.35845 0.3 -0.2 -0.6 0.03
O 11.81412 8.95884 8.63104 0.2 0.0 0.5 -0.08
H 10.33410 5.64145 6.30359 0.0 -0.1 0.0 0.08
H 11.58148 6.59846 5.48742 -0.3 -0.1 0.2 0.10
H 9.91866 7.21923 5.64696 0.2 -0.1 0.2 0.10
H 10.45253 5.45754 8.45071 0.0 0.0 -0.2 0.09
H 10.61166 6.86278 9.49219 0.0 0.2 -0.1 0.02
H 12.06080 6.05817 8.94869 -0.5 0.2 -0.3 0.10
H 11.43541 8.89545 5.38644 0.0 0.0 0.2 0.07
H 12.56399 9.84184 6.38886 0.0 0.0 0.0 0.10
H 10.84868 10.13545 6.49390 -0.4 0.4 0.0 0.09
C 7.52239 6.86832 10.76924 0.4 0.1 0.4 -0.27
P 8.89969 7.94824 11.44194 -0.3 -0.3 -0.5 0.90
C 9.46421 6.89556 12.81379 0.0 -0.2 0.2 -0.32
C 7.86310 9.19660 12.27433 -0.1 0.5 0.1 -0.43
C 7.91528 9.41415 13.64690 -0.2 -0.1 0.3 -0.12
C 7.17170 10.42932 14.24918 0.0 -0.1 -0.8 -0.08
C 6.36039 11.25243 13.47304 0.3 -0.4 0.3 -0.09
C 6.29374 11.05109 12.10416 0.1 0.0 0.1 -0.09
C 7.06328 10.06452 11.51652 0.0 -0.4 -0.1 -0.16
H 6.96659 7.41698 10.01703 -0.1 0.1 -0.1 0.02
H 6.85066 6.56813 11.57942 0.0 0.0 -0.1 0.04
H 7.94057 5.96986 10.30888 0.0 0.1 0.0 0.03
H 8.64526 6.58098 13.46572 0.0 0.0 -0.1 0.05
H 10.23287 7.39528 13.40613 0.0 0.0 -0.1 0.02
H 9.95834 6.02268 12.37314 -0.1 0.2 0.1 0.02
H 8.51233 8.75028 14.26829 -0.1 0.2 -0.1 0.09
H 7.20629 10.54683 15.30966 0.0 0.1 0.5 0.09
H 5.77211 12.01876 13.94078 -0.2 0.2 0.1 0.10
H 5.63408 11.66864 11.51556 0.0 0.1 -0.2 0.10
H 7.01963 9.93010 10.44112 0.0 0.0 -0.1 0.08
N 12.43229 6.25489 11.83253 0.0 0.0 0.0 -0.06
C 12.44224 7.32514 11.38390 0.0 0.6 -0.4 -0.29
```
Positions in Å, forces in eV/Å.

Values from the calculation:
total energy	-5526.41776	a.u.
max |F|	0.016	hartree/bohr
orbital gap	7.220	eV



No. 2
Here is 9 unconnected molecules or ions with the total composition C27H28F8O27 from OMol25. Energies are from the ωB97M-V functional and the def2-TZVPD basis.

```
90
Properties=species:S:1:pos:R:3:forces:R:3:lowdin_charge:R:1
O 2.38204 1.88328 -7.11458 -0.1 -0.1 0.6 0.18
C 1.67230 2.18341 -6.20785 -0.3 -0.1 -1.0 -0.57
O 0.94779 3.30168 -6.14321 0.1 0.8 -0.5 0.07
C 0.48904 3.47859 -4.81243 -0.2 -0.3 -0.4 -0.05
C 0.40829 2.02611 -4.30444 1.1 2.3 -0.7 -0.30
F -0.81014 1.53161 -4.57202 -0.2 -0.5 0.1 0.08
O 1.39610 1.42150 -5.12669 -0.1 -1.0 1.3 0.13
H 1.25766 4.07268 -4.31600 -0.3 0.0 0.4 0.14
H -0.48836 3.95340 -4.85431 0.1 0.1 0.2 0.14
H 0.64597 2.04543 -3.24107 0.0 -1.1 -0.1 0.16
O -4.49857 0.49819 0.34065 0.5 -0.4 -0.2 0.18
C -4.89361 -0.12089 1.27138 -0.9 0.7 0.1 -0.53
O -6.20752 -0.43140 1.45312 0.8 -0.2 -0.2 0.08
C -6.39352 -0.74166 2.82338 -0.2 1.1 0.5 -0.06
C -5.00099 -1.16674 3.28195 -0.3 -0.3 -0.8 -0.26
F -4.79539 -2.49420 3.05623 0.0 -0.4 0.1 0.06
O -4.13623 -0.48256 2.34854 -1.1 -0.3 0.8 0.11
H -6.67133 0.19338 3.32201 0.3 0.1 0.1 0.14
H -7.27796 -1.35584 2.97506 0.6 -0.8 -0.2 0.15
H -4.78111 -0.96918 4.32740 0.4 0.3 -0.2 0.17
O 5.84120 3.74824 5.14113 -0.2 -0.5 -0.4 0.20
C 5.00323 3.91379 4.32332 0.1 1.4 -0.7 -0.53
O 3.90672 4.68469 4.49007 0.0 0.8 1.9 0.08
C 2.97571 4.40517 3.50763 -1.1 -1.5 -0.3 -0.10
C 3.83389 3.98645 2.36428 0.1 0.0 -0.4 -0.30
F 4.11281 5.06800 1.58147 0.4 0.3 -0.3 0.06
O 5.03189 3.55487 3.00053 -0.4 -0.8 -0.4 0.14
H 2.40836 3.51925 3.82591 -0.2 0.1 0.0 0.15
H 2.25062 5.17709 3.26317 0.5 0.4 0.2 0.15
H 3.34934 3.25332 1.71372 0.6 -0.3 0.2 0.16
O 1.55661 -2.40078 1.47065 0.0 -0.4 0.1 0.15
C 1.83531 -3.51114 1.11694 0.5 1.3 -0.4 -0.55
O 3.01785 -3.84943 0.56821 -0.7 0.6 0.1 0.07
C 2.87098 -5.13439 -0.03637 0.8 0.6 -1.1 -0.06
C 1.72205 -5.69730 0.72794 0.5 -1.2 -0.3 -0.27
F 2.27382 -6.44253 1.75223 -0.8 0.5 0.7 0.05
O 0.98222 -4.54599 1.15390 0.7 -1.7 0.1 0.15
H 2.62975 -5.06648 -1.09705 -0.1 0.5 0.1 0.12
H 3.85796 -5.58964 0.00027 -0.4 -0.6 0.6 0.15
H 1.12441 -6.39866 0.15264 -0.5 0.4 0.1 0.17
O 7.97433 -0.27801 -0.58867 0.0 -0.5 0.2 0.19
C 6.82735 -0.56156 -0.52073 0.0 1.4 0.0 -0.54
O 5.87708 0.23120 0.09325 1.0 0.0 -0.2 0.05
C 4.64127 -0.06698 -0.52512 -0.1 -1.4 0.1 -0.05
C 4.86910 -1.58587 -0.74354 -0.6 1.3 -0.2 -0.31
F 4.17465 -2.09237 -1.79281 -0.1 -0.1 0.3 0.08
O 6.23003 -1.62386 -1.09143 0.4 -0.4 0.2 0.14
H 3.83613 0.13731 0.17422 -0.1 0.2 -0.3 0.12
H 4.57653 0.45758 -1.48061 -0.4 0.0 0.1 0.15
H 4.69311 -2.12939 0.18437 -0.1 -0.4 -0.3 0.16
O -1.29918 0.27598 6.56970 0.2 -0.2 -0.6 0.18
C -1.14064 -0.49906 5.68193 0.6 0.2 0.6 -0.54
O 0.03894 -0.82274 5.08548 0.6 1.5 0.6 0.09
C -0.19319 -1.61495 3.95498 -0.2 -1.1 -0.2 -0.08
C -1.47026 -2.27332 4.37150 -1.1 0.7 -1.6 -0.31
F -1.25911 -3.39012 5.09473 -0.1 -0.1 0.4 0.10
O -2.12091 -1.25563 5.14222 0.0 -1.2 -0.4 0.12
H -0.30617 -1.08561 3.00737 0.0 0.5 0.3 0.12
H 0.57341 -2.36753 3.78040 0.2 0.2 0.4 0.14
H -2.09035 -2.48523 3.49843 -0.3 -0.3 0.4 0.16
O 0.66311 -4.66069 -1.97885 -0.4 0.2 0.6 0.18
C -0.06877 -3.90164 -2.52559 0.0 0.0 -1.8 -0.53
O -1.34621 -4.12421 -2.87318 -0.7 -1.1 1.5 0.07
C -1.93362 -2.98388 -3.48515 1.3 -0.1 -0.7 -0.03
C -0.64157 -2.39639 -4.09845 -2.0 -0.6 0.1 -0.30
F -0.78812 -1.07408 -4.26818 0.8 0.1 0.2 0.09
O 0.32739 -2.76167 -3.13849 0.7 0.9 0.2 0.14
H -2.62658 -3.35706 -4.23314 -0.2 0.3 0.1 0.14
H -2.37857 -2.29750 -2.76714 -0.1 -0.1 0.0 0.13
H -0.44076 -2.91101 -5.03895 0.4 0.4 -0.2 0.18
O -3.40291 2.01157 -3.33566 -0.7 0.1 0.2 0.17
C -3.93071 2.84993 -2.67460 1.9 0.6 -1.0 -0.55
O -3.61637 4.18395 -2.81150 -0.1 -0.2 0.1 0.08
C -4.28780 4.89695 -1.80343 -0.8 1.2 0.7 -0.09
C -4.85929 3.83975 -0.87470 0.6 0.6 -0.6 -0.31
F -6.14486 4.09877 -0.55400 -0.2 -0.3 0.0 0.08
O -4.76021 2.67630 -1.66671 -1.0 -0.7 1.4 0.15
H -3.67201 5.58881 -1.22714 0.6 -0.3 -0.4 0.14
H -5.10592 5.52968 -2.15814 0.0 -0.3 -0.5 0.14
H -4.26836 3.80414 0.04098 -0.3 -0.7 0.1 0.17
O 1.82457 1.62718 -0.03995 0.1 -0.7 0.2 0.15
C 0.85025 0.93643 -0.06542 -0.9 1.4 -1.1 -0.55
O -0.00174 0.73992 0.93368 0.7 -0.1 1.3 0.08
C -1.02334 -0.13343 0.53013 -1.0 -0.6 -0.9 -0.12
C -1.04128 0.04789 -0.99098 -1.3 -0.2 0.8 -0.10
O 0.28771 0.46778 -1.21364 0.7 -0.1 -0.9 0.06
H -0.76911 -1.18224 0.70210 0.2 0.1 0.6 0.12
H -1.95152 0.15412 1.01594 0.1 -0.1 0.0 0.12
H -1.81765 0.73520 -1.33928 0.5 0.6 0.0 0.13
H -1.33700 -0.87573 -1.48394 0.8 -0.2 -0.1 0.11
```
Positions in Å, forces in eV/Å.

Values from the calculation:
total energy	-3876.15567	a.u.
max |F|	0.052	hartree/bohr
orbital gap	10.793	eV



No. 3
Here is a molecular structure, C27H28N2SiV from OMol25. Energies are from the ωB97M-V functional and the def2-TZVPD basis.

```
59
Properties=species:S:1:pos:R:3:forces:R:3:lowdin_charge:R:1
C 0.96142 1.56626 -0.28021 -1.2 1.2 0.4 -0.16
C -0.14459 1.72094 -1.18119 -0.5 0.9 0.9 -0.16
C -1.36167 1.52874 -0.43184 0.5 0.8 0.2 -0.14
H -0.09365 2.05761 -2.20882 0.0 -0.3 0.1 0.12
C -0.99749 1.28184 0.92776 0.4 0.8 -0.4 -0.15
C 0.43652 1.30750 1.02669 -0.6 1.0 -0.5 -0.13
H 1.01688 1.30170 1.94765 -0.2 -0.4 -0.3 0.13
H 1.99841 1.76942 -0.54020 -0.3 -0.4 0.0 0.13
H -2.36765 1.64902 -0.82025 0.3 -0.1 0.1 0.11
H -1.69332 1.23165 1.76565 0.3 -0.3 -0.3 0.13
V -0.16297 -0.30052 -0.38514 1.2 -0.8 -2.5 0.61
C -1.24040 -2.83596 -3.56508 0.6 0.2 -1.4 -0.20
H -2.18501 -3.00970 -3.04003 0.3 0.2 0.1 0.04
H -0.57648 -3.69548 -3.43271 -0.2 -0.1 0.0 0.02
H -1.47063 -2.71647 -4.64417 0.0 -0.5 0.4 0.05
Si -0.31218 -1.23212 -3.12266 -1.2 -0.6 -0.5 0.52
C 1.45695 -1.19349 -3.73735 0.1 -0.3 0.2 -0.28
C 2.13800 0.03691 -3.71897 0.4 -0.1 0.1 -0.12
H 1.59413 0.96909 -3.51749 0.2 -0.4 0.0 0.10
C 3.51930 0.08834 -3.90767 -0.4 0.0 -0.1 -0.08
H 4.02157 1.05747 -3.82887 0.0 -0.4 -0.2 0.11
C 4.21929 -1.08996 -4.18524 -0.3 -0.2 0.1 -0.08
H 5.29475 -1.04571 -4.33984 -0.2 -0.1 0.0 0.11
C 3.53722 -2.31245 -4.25555 0.2 0.1 0.0 -0.07
H 4.08138 -3.22975 -4.48138 -0.1 0.3 0.1 0.11
C 2.16280 -2.37158 -4.01086 0.1 0.4 0.0 -0.09
H 1.62290 -3.32204 -4.02314 0.3 0.2 -0.1 0.10
C -1.33115 0.14806 -3.85465 0.1 -0.4 0.2 -0.29
C -0.84136 0.85321 -4.95827 -0.5 0.4 0.2 -0.09
H 0.07255 0.52421 -5.46138 -0.3 0.3 0.2 0.11
C -1.55097 1.96773 -5.41597 -0.1 -0.2 -0.1 -0.07
H -1.15170 2.53429 -6.25614 -0.2 -0.1 0.2 0.11
C -2.76446 2.32761 -4.81947 0.1 -0.1 0.1 -0.07
H -3.32570 3.18659 -5.19394 0.2 -0.3 0.1 0.11
C -3.27821 1.57420 -3.75461 0.0 -0.2 0.0 -0.08
H -4.24145 1.82719 -3.30388 0.3 0.0 -0.2 0.11
C -2.56681 0.46967 -3.27415 0.0 0.5 -0.4 -0.12
H -2.97410 -0.15126 -2.46177 0.2 0.4 -0.4 0.11
H -0.78757 -1.66573 -1.72343 -0.1 0.4 2.1 0.01
H 0.34825 -0.10394 -2.06788 0.1 0.3 1.4 -0.01
N 1.79600 -1.03288 -0.11556 1.1 -0.6 -0.5 0.05
C 1.88954 -1.87617 1.06290 1.2 -0.1 0.0 -0.20
C 3.09957 -2.36464 1.53626 -1.0 0.1 -0.1 0.01
C 3.10385 -3.09520 2.74578 -0.5 -0.2 0.4 -0.04
C 1.93180 -3.31015 3.46352 0.3 0.0 -0.2 0.00
C 0.68022 -2.80748 3.00312 0.8 0.4 -0.9 -0.13
C -0.54925 -2.91517 3.68374 -0.5 0.2 -0.3 0.03
C -1.68557 -2.32654 3.14941 0.1 -0.2 0.3 -0.02
C -1.61359 -1.61836 1.94039 1.8 -0.3 -0.7 -0.07
N -0.45250 -1.50947 1.25190 -1.2 -1.0 1.4 0.00
C 0.69234 -2.09146 1.76050 -1.1 0.0 0.7 -0.14
H 2.49295 -0.28237 -0.06279 -0.5 -0.2 0.3 0.12
H 2.10827 -1.51549 -0.95961 -0.2 -0.4 0.0 0.12
H 4.02282 -2.18017 0.97794 -0.3 -0.1 0.3 0.13
H 4.04910 -3.49144 3.11824 -0.3 0.1 -0.1 0.12
H 1.94355 -3.86857 4.40299 0.1 0.2 -0.3 0.13
H -0.58163 -3.45391 4.62778 -0.1 0.1 -0.1 0.13
H -2.64975 -2.38523 3.65279 0.3 0.0 -0.1 0.12
H -2.48002 -1.12859 1.49483 0.2 -0.2 0.2 0.13
```
Positions in Å, forces in eV/Å.

Values from the calculation:
total energy	-2388.44777	a.u.
max |F|	0.055	hartree/bohr
net charge	+1
2S+1	3
orbital gap (alpha / beta)	7.225 / 7.076	eV